(1)
ORCA calculation (ωB97M-V/def2-TZVPD) on 2 unconnected molecules or ions with the total composition C5H7NO4 at a distorted geometry.

```
! wB97M-V def2-TZVPD RIJCOSX def2/J DEFGRID3
* xyz 0 1
C 0.21038 1.20435 1.85348
C 1.77440 0.48918 -0.56560
C -1.57998 -2.14141 -0.44467
C -1.62013 -0.32605 -1.65748
C 0.28985 0.26818 -0.35156
O -0.36292 1.11086 0.55183
O -0.61758 -2.08496 0.30492
N -0.43590 0.06725 -1.47730
O -2.52803 -2.74640 -0.78076
O -2.63394 -0.27274 -2.24811
H 0.06939 -0.93747 0.11173
H 0.36719 0.21489 2.29438
H 1.15588 1.75332 1.83738
H -0.50838 1.75581 2.45512
H 2.12839 -0.18382 -1.34351
H 1.95098 1.51904 -0.88578
H 2.34038 0.30997 0.34593
*
```

- ΔE to the lowest compared entry with this formula, charge and spin: 2.472 eV
- F_max: 3.2 eV Å⁻¹
- SMILES: CO[C@H](C)N=C=O.O=C=O
- HOMO-LUMO gap (alpha / beta): 7.649 / 7.648 eV
- Total energy: -550.347204 hartree
- LUMO (alpha / beta): -1.276 / -1.276 eV

---

(2)
ORCA calculation (ωB97M-V/def2-TZVPD) on a molecular structure, C47H54AsLuNO2SSe2 at a distorted geometry.

```
! wB97M-V def2-TZVPD RIJCOSX def2/J DEFGRID3
* xyz -1 1
Lu -2.28743 -1.35343 0.80164
C 5.47544 -3.56760 0.14122
C 4.73163 -2.16711 0.48640
C 5.12055 -1.75221 1.83467
C 5.26260 -1.06887 -0.43469
C 3.20288 -2.38124 0.33982
C 2.37208 -2.18363 1.42927
C 0.97152 -2.41207 1.28583
Se -0.09742 -2.06726 2.82204
C 0.28996 -0.16802 3.01833
C 1.22878 0.15974 3.99348
C 1.40100 1.47547 4.38360
C 0.82236 2.46417 3.57473
C -0.13133 2.14179 2.59704
C -0.46352 0.80697 2.32668
O -1.37336 0.42939 1.42170
C -0.82295 3.21186 1.67405
C -0.42655 2.88533 0.20226
C -0.39514 4.71247 1.85080
C -2.35516 3.22437 1.92459
C 2.19119 1.86342 5.68753
C 1.09880 2.30856 6.76701
C 2.89702 0.64940 6.27638
C 3.15024 3.01875 5.49183
C 0.38116 -2.71639 0.04854
O -0.96557 -2.76203 -0.09346
C 1.27294 -3.05745 -1.08166
C 2.61409 -2.74729 -0.88484
C 0.70322 -3.50899 -2.36937
C 0.11994 -4.95992 -2.14374
C 1.82853 -3.70673 -3.42591
C -0.36360 -2.65147 -3.03968
H 6.58507 -3.43081 0.19033
H 5.26596 -4.06914 -0.80966
H 5.11243 -4.26194 0.94756
H 6.17123 -1.80173 1.92046
H 4.76561 -2.46190 2.64669
H 4.95447 -0.70495 2.14730
H 6.27934 -0.72368 -0.02528
H 4.70864 -0.12634 -0.50425
H 5.38540 -1.37022 -1.44982
H 2.74896 -1.86364 2.34902
H 1.66762 -0.67529 4.60645
H 1.07003 3.50760 3.80176
H 0.66322 3.15017 -0.02048
H -1.07201 3.53552 -0.38269
H -0.62009 1.84996 -0.05915
H 0.66176 4.95693 1.82090
H -0.83816 5.21515 2.74831
H -0.85275 5.24406 0.99047
H -2.67735 2.22101 1.91686
H -2.91680 3.82108 1.13495
H -2.59551 3.67764 2.83750
H 0.25506 1.56746 6.89154
H 0.66295 3.24794 6.50181
H 1.58683 2.41192 7.71497
H 2.17720 -0.08470 6.61717
H 3.43185 0.90856 7.13059
H 3.68225 0.18088 5.67798
H 2.55073 3.81646 5.05724
H 3.83479 2.68911 4.69430
H 3.68319 3.26756 6.45986
H 3.34636 -2.79839 -1.71670
H 0.89758 -5.64630 -1.96594
H -0.54296 -5.32499 -2.91400
H -0.51691 -4.87799 -1.26371
H 2.47289 -4.50637 -3.07939
H 2.30262 -2.73915 -3.57944
H 1.45758 -4.03674 -4.40908
H -1.18119 -2.46269 -2.34172
H -0.68207 -3.23448 -3.95462
H -0.05686 -1.69236 -3.46180
S -4.11401 -2.53751 -0.80798
C -3.80253 -2.32778 -2.53076
C -4.19053 -3.36507 -3.38622
C -3.94336 -3.23016 -4.71829
C -3.21004 -2.20941 -5.28031
C -2.85927 -1.13980 -4.45568
C -3.26690 -1.14917 -3.10113
As -2.63799 0.21207 -1.87145
C -4.10540 1.44850 -1.94632
C -4.11746 2.52051 -1.03780
C -5.00639 3.54732 -1.23154
C -5.98826 3.47838 -2.25992
C -6.02149 2.38002 -3.04958
C -5.07560 1.32605 -2.91998
C -1.19834 1.08110 -2.83774
C -1.38258 2.01413 -3.87830
C -0.21326 2.49009 -4.48136
C 1.05092 2.02255 -4.14199
C 1.23160 1.08884 -3.12631
C 0.07913 0.59594 -2.50394
H -4.69994 -4.21462 -2.92065
H -4.22077 -4.01886 -5.41917
H -2.71599 -2.19104 -6.21444
H -2.22836 -0.31133 -4.86774
H -3.38019 2.63339 -0.28019
H -4.95745 4.48282 -0.57470
H -6.68025 4.28191 -2.32318
H -6.80811 2.26072 -3.78717
H -5.23944 0.50692 -3.59237
H -2.28182 2.35374 -4.30316
H -0.41520 3.32416 -5.23980
H 1.88352 2.30678 -4.76901
H 2.18802 0.80806 -2.70984
H 0.21913 -0.13156 -1.72787
Se -3.83213 -1.47230 3.08612
C -4.48918 -0.06261 2.09207
N -4.85298 0.70204 1.34531
*
```

- ΔE to the lowest compared entry with this formula, charge and spin: 0.000 eV
- F_max: 4.0 eV Å⁻¹
- HOMO-LUMO gap: 7.048 eV
- Total energy: -10701.130073 hartree
- LUMO: 2.211 eV

---

(3)
ORCA calculation (ωB97M-V/def2-TZVPD) on a molecular structure, CoHO2P at a distorted geometry.

```
! wB97M-V def2-TZVPD RIJCOSX def2/J DEFGRID3
* xyz 1 5
P 0.98340 -0.69391 -0.18273
O 0.36091 -1.21244 -1.51365
Co -0.97344 0.37967 -1.62149
O 0.08069 0.54013 0.17416
H 0.16874 1.81726 1.93448
*
```

- F_max: 2.6 eV Å⁻¹
- ⟨S²⟩: 6.0057
- HOMO-LUMO gap (alpha / beta): 6.014 / 8.415 eV
- Total energy: -1874.791241 hartree
- LUMO (alpha / beta): -7.470 / -7.838 eV

---

(4)
ORCA calculation (ωB97M-V/def2-TZVPD) on 2 unconnected molecules or ions with the total composition C6H16 at a distorted geometry.

```
! wB97M-V def2-TZVPD RIJCOSX def2/J DEFGRID3
* xyz -1 2
C 1.50754 0.20411 2.08183
C 1.73224 1.31923 1.06083
C 1.79134 -1.20723 1.62701
H 1.97715 0.43246 3.04371
H 0.45343 0.32195 2.40776
H 1.18065 1.14609 0.13896
H 2.80476 -1.42550 1.25862
H 1.72023 -1.93253 2.44311
H 1.17053 -1.51818 0.78671
H 1.40145 2.26211 1.48066
H 2.80353 1.29281 0.82634
C -2.22157 0.09054 -1.40815
C -1.29625 0.85473 -2.40437
C -1.59728 -1.15670 -0.84309
H -2.55189 0.85552 -0.70086
H -3.13272 -0.08784 -1.98907
H -0.46034 1.32781 -1.87976
H -0.74873 -1.19866 -0.17311
H -1.92434 1.69764 -2.72172
H -0.90829 0.30521 -3.25683
H -2.28971 -1.69158 -0.15517
H -1.41173 -1.89200 -1.62342
*
```

- ΔE to the lowest compared entry with this formula, charge and spin: 0.450 eV
- F_max: 2.4 eV Å⁻¹
- ⟨S²⟩: 0.7504
- HOMO-LUMO gap (alpha / beta): 2.600 / 11.618 eV
- Total energy: -238.117151 hartree
- LUMO (alpha / beta): 4.131 / 4.150 eV

---

(5)
ORCA calculation (ωB97M-V/def2-TZVPD) on 4 unconnected molecules or ions with the total composition C23H44FIN2O5 at a distorted geometry.

```
! wB97M-V def2-TZVPD RIJCOSX def2/J DEFGRID3
* xyz 0 1
C -2.69075 6.33460 -1.15393
C -1.24480 5.87931 -0.94651
F -0.46764 6.35857 -2.00732
C -1.06194 4.36802 -0.83440
C -0.78759 3.85486 0.60569
C 0.66692 4.22615 0.95394
C 0.86874 5.45773 1.84966
C 2.26565 5.40150 2.50491
I 2.16008 4.39910 4.40061
C -1.87399 4.38781 1.53260
C -3.07496 3.55927 1.11637
O -4.25450 3.87465 1.15810
N -2.57614 2.35240 0.61444
C -1.11035 2.32182 0.66538
C -0.61673 1.59219 -0.62248
C -0.49067 1.51984 1.81747
C -0.84983 1.83058 3.27986
O -2.22394 2.06993 3.52554
C -0.38074 0.65555 4.15124
N -1.25519 -0.53198 4.04693
H -3.32542 5.54711 -1.54232
H -2.66753 7.19653 -1.81434
H -3.11147 6.67974 -0.21312
H -0.88207 6.38446 -0.05269
H -1.94522 3.89849 -1.26164
H -0.24441 4.09706 -1.49534
H 1.24084 4.39546 0.04606
H 1.16199 3.39665 1.45868
H 0.13068 5.50618 2.63970
H 0.86744 6.35807 1.24036
H 2.65458 6.39667 2.67175
H 2.94856 4.83566 1.88262
H -2.14741 5.43800 1.45258
H -1.63216 4.23735 2.58035
H -3.09601 1.55364 0.94192
H 0.22588 2.08623 -1.09791
H -1.44185 1.47594 -1.31682
H -0.28893 0.58665 -0.37963
H 0.59223 1.59879 1.75352
H -0.71474 0.46782 1.64953
H -0.31796 2.70173 3.65181
H -2.76089 1.39960 3.11023
H -0.37284 0.96559 5.19427
H 0.64130 0.38413 3.87967
H -0.67196 -1.35510 4.01206
H -1.76180 -0.54331 3.17104
C -0.28313 -3.70122 0.00227
C -0.98186 -2.45217 -0.46160
O -1.29584 -1.56620 0.30299
C -1.27721 -2.34843 -1.93765
H -0.12910 -3.65156 1.07851
H -0.88239 -4.57648 -0.23509
H 0.68008 -3.80055 -0.49528
H -1.91837 -3.17456 -2.24781
H -0.34788 -2.39443 -2.50725
H -1.77983 -1.40639 -2.14543
C -1.10147 -7.88724 -1.26157
C 0.23999 -7.38375 -1.74267
O 0.68187 -6.31997 -1.37175
C 0.99421 -8.27047 -2.70084
H -1.54394 -7.16571 -0.57821
H -1.77087 -8.03445 -2.11026
H -0.97830 -8.83899 -0.74336
H 0.40116 -8.43104 -3.60302
H 1.19460 -9.23496 -2.23052
H 1.93566 -7.79916 -2.97006
C 4.69590 -4.41681 -4.31492
C 4.12004 -5.26070 -3.20355
O 3.56137 -6.30710 -3.42683
C 4.27050 -4.73549 -1.79702
H 4.52003 -4.90418 -5.27065
H 4.22345 -3.43341 -4.32102
H 5.76946 -4.28931 -4.16912
H 3.78225 -3.76375 -1.70765
H 5.32744 -4.62135 -1.55086
H 3.80973 -5.43121 -1.10016
*
```

- F_max: 1.6 eV Å⁻¹
- SMILES: C[C@H](F)C[C@@]1(CCCI)CC(=O)N[C@]1(C)C[C@@H](O)CN.CC(C)=O.CC(C)=O.CC(C)=O
- HOMO-LUMO gap: 9.462 eV
- Total energy: -1786.045189 hartree
- LUMO: 0.332 eV

---

(6)
ORCA calculation (ωB97M-V/def2-TZVPD) on C3H4ClN in the gas phase at a distorted geometry.

```
! wB97M-V def2-TZVPD RIJCOSX def2/J DEFGRID3
* xyz 0 1
C -1.81401 0.43025 1.08436
C -0.63975 0.25083 0.79118
C 0.73266 0.22823 0.38195
N 1.00737 -0.40644 -1.29700
Cl 0.76924 -2.13257 -1.59936
H -2.80652 0.49375 1.40357
H 1.43859 -0.41425 0.94688
H 0.91474 1.33349 0.11863
H 0.39768 0.21672 -1.83021
*
```

- ΔE to the lowest compared entry with this formula, charge and spin: 3.919 eV
- F_max: 4.0 eV Å⁻¹
- SMILES: C#CCNCl
- HOMO-LUMO gap: 9.560 eV
- Total energy: -631.493608 hartree
- LUMO: 0.324 eV